Entry from the OMol25 dataset: a cluster of 10 separate species, C4H26BF4N8O9 in total at a distorted geometry (ωB97M-V with the def2-TZVPD basis set).

Summary:
ΔE to the lowest compared entry with this formula, charge and spin in kcal/mol: 138.2
Gap between HOMO and LUMO in Eh: 0.3619
E_HOMO in eV: -7.83
Net charge: -1
E in eV: -46473.353

Geometry as XYZ:
```
52
Properties=species:S:1:pos:R:3:forces:R:3:mulliken_charge:R:1
B -1.2658 0.2207 -0.1122 0.53 -2.60 -0.02 0.575
F -0.5623 1.3411 -0.2334 1.86 2.79 -0.37 -0.358
F -0.9137 -0.6858 -1.1511 0.51 -0.34 -0.16 -0.443
F -1.0414 -0.3451 1.1424 0.76 -0.69 1.02 -0.419
F -2.5702 0.4316 -0.1968 -3.55 0.94 -0.45 -0.354
O -1.0241 1.8651 -5.3699 -0.14 0.19 -0.19 -0.641
H -0.5949 1.2174 -5.9289 0.08 -0.18 -0.13 0.314
H -0.4978 1.8787 -4.5705 0.03 -0.03 0.34 0.325
O -6.2741 -0.4790 -4.2690 -0.31 0.04 -0.15 -0.656
H -5.8096 -1.3085 -4.3804 0.13 -0.21 0.01 0.320
H -5.6457 0.0901 -3.8248 0.20 0.16 0.17 0.336
O 2.0112 -1.9887 -6.3530 -0.01 0.05 -0.27 -0.646
H 2.8921 -2.0661 -5.9866 0.21 0.01 0.08 0.312
H 1.4299 -2.2404 -5.6354 -0.23 -0.04 0.21 0.334
O -2.8127 4.7751 2.0924 -0.11 0.34 -0.01 -0.653
H -2.4121 4.7686 2.9617 0.08 -0.02 0.18 0.304
H -2.5736 3.9300 1.7117 0.05 -0.36 -0.24 0.350
O -2.5701 7.6304 -1.9022 -0.16 0.11 -0.15 -0.639
H -1.7457 8.0951 -2.0456 0.19 0.09 -0.08 0.311
H -2.4638 7.2110 -1.0484 -0.04 -0.22 0.25 0.326
C -1.5045 -2.3875 8.2487 0.61 -3.17 -2.16 0.599
O -1.4076 -3.4581 7.6987 0.32 -1.23 -1.41 -0.630
N -1.4295 -2.2740 9.5323 0.07 1.18 5.03 -0.458
N -1.7032 -1.2367 7.6667 -0.65 2.60 -1.93 -0.445
H -1.0405 -3.0187 10.0929 -0.74 0.09 -0.14 0.219
H -2.1817 -1.6657 9.8226 0.46 -0.21 1.25 0.227
H -1.3513 -0.4466 8.1882 -0.13 0.16 -0.79 0.239
H -1.7353 -1.2842 6.6583 0.07 0.56 0.14 0.249
C 4.1826 5.1796 -2.7552 3.21 -0.02 -3.74 0.687
O 4.9203 5.8100 -3.5230 -0.24 -0.65 -0.19 -0.696
N 3.4857 5.7564 -1.8730 -3.25 3.12 4.32 -0.362
N 4.0163 3.8645 -2.7353 0.35 -2.86 -0.66 -0.386
H 3.4409 6.7650 -1.9013 -0.03 -0.35 0.40 0.215
H 2.9497 5.1889 -1.2321 -0.20 0.79 -0.02 0.166
H 3.4517 3.4335 -2.0173 0.11 -0.14 -0.52 0.169
H 4.3274 3.3227 -3.5289 0.01 0.08 0.43 0.208
C -3.7398 -7.7127 -3.9629 -2.18 3.57 0.92 0.609
O -4.3374 -6.6386 -4.0563 0.75 0.24 -0.62 -0.657
N -4.2494 -8.8077 -4.3709 -3.89 -4.93 -3.30 -0.413
N -2.6249 -7.8960 -3.3567 4.39 1.05 2.39 -0.393
H -5.0621 -8.6480 -4.9490 -0.13 -0.38 0.29 0.228
H -4.1690 -9.7285 -3.9639 0.36 0.42 -0.09 0.193
H -2.2556 -7.0200 -3.0155 0.49 -0.53 0.53 0.246
H -2.3092 -8.8080 -3.0590 0.20 0.56 -0.13 0.187
C 5.8123 1.3695 3.7895 1.03 2.36 -2.43 0.724
O 6.2220 2.4805 3.9934 1.63 1.57 1.92 -0.646
N 6.4556 0.3393 3.3200 4.91 -3.85 0.01 -0.382
N 4.6094 1.1629 3.4145 -7.34 -0.18 0.14 -0.369
H 7.4487 0.4021 3.1470 -0.25 -0.34 0.31 0.192
H 5.9471 -0.5188 3.1612 0.85 0.17 -0.09 0.162
H 4.3405 0.2249 3.1543 -0.75 0.76 0.00 0.129
H 3.9354 1.9089 3.5116 -0.12 -0.47 0.11 0.190
```
Positions in Å, forces in eV/Å.